# 1
ORCA calculation (the ωB97M-V functional and the def2-TZVPD basis) on one molecule with the formula C3H2N2O2 at a distorted geometry.

ΔE to the lowest compared entry with this formula, charge and spin = 1.253 eV
total charge = 0
SMILES string = [H]/N=C(/C#N)OC=O
2S+1 = 1

Each line ends with the natural charge from an NBO analysis.
CARTESIAN COORDINATES (ANGSTROEM)
H  -1.669  -2.022  0.210  0.369
N  -1.758  -1.013  0.128  -0.558
C  -0.699  -0.342  0.051  0.451
C  -0.869  1.103  -0.056  0.192
N  -1.270  2.184  -0.124  -0.240
O  0.606  -0.855  0.064  -0.499
C  1.613  0.070  -0.058  0.642
O  1.434  1.246  -0.159  -0.507
H  2.612  -0.371  -0.055  0.150


# 2
ORCA calculation (the ωB97M-V functional and the def2-TZVPD basis) on C12H38N8O9V as an isolated structure at a distorted geometry.

total charge = +1
2S+1 = 1

Each line ends with the Mulliken charge.
CARTESIAN COORDINATES (ANGSTROEM)
O  -1.094  0.911  1.386  -0.416
V  -0.025  0.836  0.269  1.239
O  0.174  -0.686  -0.037  -0.422
C  -2.332  2.603  -1.540  0.578
O  -1.902  1.564  -1.060  -0.483
N  -3.670  2.888  -1.622  -0.450
N  -1.502  3.585  -2.010  -0.241
H  -3.950  3.769  -2.008  0.138
H  -4.372  2.236  -1.331  0.240
H  -1.859  4.448  -2.371  0.173
H  -0.518  3.388  -2.003  0.117
C  1.363  1.551  -2.950  0.587
O  0.732  1.611  -1.896  -0.403
N  1.796  0.380  -3.460  -0.312
N  1.720  2.696  -3.628  -0.448
H  2.324  0.359  -4.308  0.136
H  1.504  -0.450  -2.949  0.311
H  1.641  3.583  -3.172  0.198
H  2.325  2.606  -4.422  0.181
C  2.228  0.599  2.730  0.542
O  1.751  1.002  1.662  -0.397
N  2.590  -0.695  2.898  -0.343
N  2.428  1.476  3.763  -0.427
H  2.623  -1.352  2.140  0.171
H  2.915  -1.025  3.789  0.173
H  2.557  1.075  4.673  0.176
H  2.323  2.439  3.512  0.216
C  0.690  4.031  1.104  0.480
O  0.477  3.034  0.419  -0.076
N  -0.298  4.627  1.836  -0.406
N  1.970  4.470  1.328  -0.442
H  -1.242  4.384  1.597  0.214
H  -0.093  5.339  2.509  0.176
H  2.715  4.021  0.826  0.237
H  2.199  5.270  1.888  0.175
C  3.523  -1.073  -1.004  -0.891
C  2.756  -2.253  -1.552  -0.151
O  1.654  -1.776  -2.372  -0.430
H  2.943  -0.582  -0.216  -0.175
H  3.796  -0.336  -1.754  0.331
H  4.397  -1.452  -0.462  0.425
H  2.272  -2.791  -0.727  0.206
H  3.338  -2.974  -2.128  0.423
H  1.049  -2.528  -2.476  0.074
C  -1.469  -0.474  4.683  -0.957
C  -2.510  -1.519  4.395  0.594
C  -3.582  -1.049  3.422  -1.253
O  -1.884  -2.737  3.974  -0.544
H  -0.873  -0.749  5.562  0.382
H  -1.841  0.532  4.842  0.362
H  -0.706  -0.494  3.893  -0.047
H  -2.985  -1.760  5.360  0.140
H  -4.087  -0.170  3.827  0.345
H  -4.330  -1.836  3.296  0.421
H  -3.153  -0.793  2.452  0.222
H  -2.576  -3.309  3.632  0.312
C  -1.602  -2.936  -2.034  -1.078
C  -1.179  -4.256  -2.649  0.328
C  -1.178  -4.216  -4.162  -1.374
O  0.215  -4.517  -2.265  -0.573
H  -1.221  -2.131  -2.664  0.171
H  -1.256  -2.823  -1.010  0.279
H  -2.693  -2.841  -2.047  0.452
H  -1.752  -5.092  -2.241  0.512
H  -0.454  -4.910  -4.585  0.368
H  -0.861  -3.223  -4.488  0.266
H  -2.159  -4.437  -4.582  0.375
H  0.216  -5.066  -1.477  0.294


# 3
ORCA calculation (the ωB97M-V functional and the def2-TZVPD basis) on C31H41ClF35NNbO5 as an isolated structure at a distorted geometry.

total charge = -1
2S+1 = 1

Each line ends with the Mulliken charge.
CARTESIAN COORDINATES (ANGSTROEM)
C  -2.373  7.929  1.712  -0.491
O  -1.110  7.235  1.710  -0.369
C  -1.294  5.794  1.718  -0.437
Nb  -2.147  4.989  -0.255  -0.748
C  -4.210  4.563  0.696  -0.486
C  -5.350  4.415  -0.426  -0.421
C  -5.897  2.939  -0.603  -0.694
N  -4.885  1.974  -1.107  -0.551
C  -1.527  2.882  0.352  -0.665
C  0.036  2.621  0.481  0.218
C  0.646  1.593  -0.539  0.883
F  1.562  0.784  0.185  -0.322
F  -0.252  0.705  -1.106  -0.276
F  1.382  2.140  -1.572  -0.299
C  -0.255  5.407  -1.436  -0.854
C  -0.470  6.094  -2.858  0.340
C  -1.094  5.039  -3.886  -0.906
Cl  1.232  6.505  -3.526  -0.301
H  -2.355  8.738  2.515  0.245
H  -3.264  7.252  1.831  0.142
H  -2.495  8.469  0.724  0.196
H  -0.278  5.298  1.850  0.119
H  -1.933  5.462  2.612  0.369
H  -2.749  6.641  -0.775  0.008
H  -2.845  4.247  -1.795  0.014
H  -4.086  3.594  1.289  0.235
H  -4.513  5.353  1.449  0.337
H  -6.172  5.155  -0.160  0.331
H  -4.970  4.742  -1.445  0.214
H  -6.313  2.542  0.372  0.329
H  -6.747  2.993  -1.362  0.245
H  -4.055  2.504  -1.395  0.180
H  -4.650  1.272  -0.402  0.305
H  -1.968  2.712  1.392  0.423
H  -2.076  2.162  -0.324  0.170
H  0.677  3.557  0.444  0.273
H  0.227  2.183  1.514  -0.328
H  0.414  4.517  -1.614  0.222
H  0.350  6.164  -0.823  0.324
H  -1.043  7.057  -2.807  0.405
H  -1.007  3.995  -3.481  0.091
H  -0.613  5.167  -4.905  0.406
H  -2.198  5.259  -4.026  0.161
C  2.731  0.997  4.996  -0.772
C  2.650  0.336  6.393  0.869
C  1.356  -0.412  6.737  0.181
F  0.264  0.366  6.704  -0.221
F  1.430  -0.908  8.002  -0.289
F  2.941  1.266  7.332  -0.278
F  3.662  -0.580  6.447  -0.303
O  2.431  2.401  4.883  -0.365
C  1.086  2.808  4.778  0.757
C  0.604  3.606  5.997  0.170
F  0.782  2.933  7.152  -0.226
F  -0.719  3.871  5.897  -0.242
F  0.317  1.740  4.504  -0.299
F  1.020  3.597  3.689  -0.225
H  3.783  0.940  4.708  0.426
H  2.202  0.416  4.238  0.366
H  1.200  -1.256  6.060  0.226
H  1.143  4.552  6.076  0.236
C  2.151  -4.699  -2.309  -0.809
C  2.080  -5.351  -0.908  0.980
C  0.793  -6.106  -0.553  0.051
F  -0.302  -5.337  -0.586  -0.205
F  0.879  -6.588  0.717  -0.198
F  2.367  -4.414  0.021  -0.215
F  3.100  -6.261  -0.851  -0.359
O  1.839  -3.301  -2.423  -0.391
C  0.490  -2.908  -2.522  0.646
C  0.009  -2.122  -1.296  0.674
F  0.202  -2.804  -0.148  -0.206
F  -1.317  -1.869  -1.384  -0.288
F  -0.270  -3.985  -2.795  -0.299
F  0.410  -2.113  -3.613  -0.451
H  3.202  -4.749  -2.602  0.407
H  1.623  -5.288  -3.063  0.329
H  0.639  -6.957  -1.222  0.248
H  0.537  -1.173  -1.213  -0.145
C  1.252  -6.944  4.099  -0.704
C  1.687  -5.457  4.056  0.889
C  3.186  -5.184  3.886  0.207
F  3.940  -5.703  4.869  -0.247
F  3.416  -3.845  3.900  -0.236
F  1.193  -4.828  5.149  -0.272
F  1.058  -4.893  2.989  -0.263
O  1.054  -7.547  5.392  -0.423
C  2.168  -8.045  6.094  0.750
C  2.466  -7.255  7.376  0.190
F  2.633  -5.941  7.139  -0.190
F  3.609  -7.699  7.952  -0.260
F  3.222  -8.127  5.265  -0.278
F  1.862  -9.317  6.430  -0.301
H  0.258  -6.976  3.648  0.395
H  1.870  -7.572  3.453  0.365
H  3.548  -5.572  2.931  0.154
H  1.650  -7.363  8.094  0.220
C  1.197  -2.122  -9.031  -0.745
C  -0.225  -2.293  -9.620  0.909
C  -0.904  -1.038  -10.181  0.096
F  -1.066  -0.067  -9.272  -0.195
F  -2.149  -1.348  -10.630  -0.277
F  -1.005  -2.900  -8.698  -0.262
F  -0.110  -3.179  -10.655  -0.334
O  1.335  -1.968  -7.609  -0.353
C  1.161  -0.688  -7.039  0.703
C  -0.081  -0.599  -6.142  0.986
F  -1.206  -0.964  -6.791  -0.229
F  -0.269  0.670  -5.715  -0.269
F  1.181  0.239  -8.013  -0.279
F  2.257  -0.461  -6.289  -0.283
H  1.710  -3.064  -9.235  0.393
H  1.773  -1.367  -9.570  0.313
H  -0.340  -0.632  -11.024  0.270
H  0.024  -1.244  -5.270  -0.252


| no. | LUMO (eV) | Kohn-Sham gap (eV) |
| --- | --- | --- |
| 1 | -0.14 | 11.0498 |
| 2 | -2.13 | 9.4929 |
| 3 | 1.59 | 6.2264 |